1.
# C24H15F6N5O4S3Tl

C24H15F6N5O4S3Tl as an isolated structure (wB97M-V/def2-TZVPD, the Open Molecules 2025 dataset).

Structure (XYZ):
```
58
Properties=species:S:1:pos:R:3:forces:R:3
Tl -1.085220 -0.604139 -0.158158 -0.2 0.6 -0.3
C 0.584071 1.274949 5.449904 0.0 -0.2 0.0
C 0.111303 2.507217 4.848611 -0.1 0.1 -0.2
C -0.351792 2.499732 3.583853 0.0 0.2 0.2
C -0.351719 1.314328 2.769037 0.0 0.2 -0.1
C 0.427066 0.118049 3.261654 0.1 -0.3 0.0
C 0.692493 0.149621 4.741689 0.1 0.1 0.2
N -0.986837 1.244743 1.627653 -0.1 -0.1 -0.1
N -1.686198 2.283063 1.221018 0.1 0.1 0.3
C -2.516527 2.034797 0.149091 0.1 -0.1 0.2
C -3.339618 3.094296 -0.283134 0.1 -0.1 0.0
C -4.223031 2.920346 -1.325441 0.0 0.0 0.0
C -4.318565 1.694151 -1.984786 -0.1 0.1 -0.1
C -3.499262 0.652742 -1.578076 0.0 0.0 0.1
C -2.617047 0.806543 -0.512049 -0.2 -0.1 -0.2
H 0.842852 1.268240 6.501998 0.0 0.0 0.0
H 0.095348 3.410012 5.444417 0.0 0.0 0.0
H -0.777351 3.383878 3.131450 0.0 0.0 0.0
H 1.380774 0.013759 2.728240 -0.1 0.1 0.1
H 1.045926 -0.769918 5.189863 0.0 0.0 0.0
H -3.256362 4.042309 0.233840 0.0 0.0 0.0
H -4.847300 3.750519 -1.635743 0.0 0.0 0.0
H -5.012050 1.560869 -2.805500 0.0 0.0 0.0
H -3.550437 -0.293724 -2.107859 0.0 0.0 0.0
S 1.430287 -3.486507 -2.653664 -0.1 0.0 0.0
C 0.730998 -4.390844 -1.381121 0.0 0.1 0.0
C -0.002915 -3.604929 -0.540978 0.1 -0.1 -0.1
C -0.013773 -2.244026 -0.939174 0.2 -0.3 0.1
C 0.717173 -2.030532 -2.079955 -0.2 0.0 0.2
C 0.921468 -0.721931 -2.714806 0.1 0.1 0.0
C 1.780443 -0.524840 -3.788928 -0.1 0.1 0.1
C 1.991250 0.766024 -4.235379 0.0 0.0 0.0
C 1.329964 1.818068 -3.622981 -0.1 0.1 0.0
C 0.465048 1.532272 -2.578769 0.0 0.0 -0.1
N 0.267708 0.297651 -2.140310 0.1 -0.3 -0.1
H 0.912327 -5.450902 -1.305686 0.0 0.0 0.0
H -0.503316 -3.977130 0.341491 0.0 0.0 0.0
H 2.334077 -1.348373 -4.215642 0.0 0.0 0.0
H 2.703288 0.948831 -5.028725 0.0 0.0 0.0
H 1.487504 2.840702 -3.935846 0.0 0.0 0.0
H -0.091322 2.308356 -2.064442 0.0 0.0 0.0
F 2.360146 -2.221301 1.876787 -0.1 0.0 0.1
C 3.322584 -1.930266 0.993892 0.0 0.0 -0.1
F 4.493190 -2.096505 1.596335 0.1 0.0 0.0
F 3.233288 -2.801915 -0.007756 0.0 0.0 -0.1
S 3.102950 -0.169432 0.406114 -0.1 -0.3 -0.2
O 1.678933 0.033491 0.480184 0.0 0.0 0.1
O 3.947577 0.585559 1.278384 0.1 0.2 0.1
N 3.487350 -0.185386 -1.113857 -0.1 0.0 0.1
S 4.945648 -0.283951 -1.694581 0.0 0.2 -0.1
O 4.831053 -0.469409 -3.112918 0.1 0.0 0.0
O 5.849516 -1.100905 -0.943591 0.1 -0.1 0.1
C 5.633551 1.443663 -1.525451 0.0 0.0 -0.1
F 6.446821 1.701319 -2.554540 0.1 0.0 -0.2
F 6.336889 1.586222 -0.411754 0.1 0.0 0.2
F 4.668225 2.359848 -1.534377 -0.2 0.1 0.0
N -0.290675 -1.084617 2.907958 0.0 0.1 -0.2
C -0.945474 -1.850988 2.336714 -0.1 -0.4 0.2
```
Forces are in eV/Å.

Summary:
energy relative to the best compared isomer or geometry (same formula, charge and spin): 1.8950 eV
HOMO energy: -3.90 eV
Kohn-Sham gap: 6.084 eV
net charge: -1

***

2.
# C24H16AuClN5O6

C24H16AuClN5O6 as an isolated structure (wB97M-V/def2-TZVPD, the Open Molecules 2025 dataset).

Structure (XYZ):
```
53
Properties=species:S:1:pos:R:3:forces:R:3
Au -0.015730 -0.121046 -0.144007 -1.1 0.9 -0.2
O -4.934307 -3.200583 0.352007 -0.2 0.0 0.1
C -4.787223 -2.373336 1.372027 0.1 0.1 0.0
O -5.570808 -2.276224 2.272845 -0.1 -0.1 0.0
C -3.562150 -1.506940 1.391999 -0.1 0.0 0.0
C -3.308207 -0.588276 2.395969 0.0 0.0 0.0
N -2.140792 0.014155 2.121576 -0.1 0.0 0.0
N -1.636076 -0.478048 0.989981 0.4 0.2 -0.1
C -2.471747 -1.393440 0.532058 0.0 0.0 0.1
C -2.056546 -2.046228 -0.735682 -0.1 0.0 0.1
O -2.761048 -2.864616 -1.271898 0.1 -0.1 -0.2
O -0.893066 -1.650489 -1.194812 0.7 0.0 0.1
H -4.206065 -3.153159 -0.303033 0.1 0.0 -0.1
H -3.895050 -0.349326 3.268181 0.0 0.0 0.0
H -1.659079 0.736896 2.635348 0.0 0.0 0.0
Cl 2.400088 5.871176 3.812370 0.0 0.0 0.0
C 1.699977 4.684716 2.769106 -0.1 0.1 -0.1
C 0.816169 5.073981 1.752299 0.1 0.1 0.1
C 0.259029 4.143598 0.913520 -0.2 0.0 -0.2
C 0.539254 2.767758 1.035453 0.2 0.1 0.2
O -0.057906 1.964495 0.179999 0.1 -0.5 0.0
C 1.429110 2.386057 2.067825 -0.2 0.2 -0.2
C 1.820236 1.037669 2.315952 0.2 -0.4 0.1
O 1.466580 0.024845 1.705815 0.2 0.0 0.3
C 1.994935 3.365358 2.917357 0.1 -0.2 0.1
H 0.579046 6.123764 1.637105 0.0 0.0 0.0
H -0.426488 4.438657 0.129689 0.0 0.1 0.0
H 2.521473 0.908317 3.155114 0.0 -0.1 0.0
H 2.677743 3.052891 3.698979 0.0 0.0 0.0
N 4.758825 1.356343 -5.195110 -0.1 0.1 0.0
C 5.996358 1.196414 -5.773433 0.1 -0.1 0.1
C 6.572131 1.721660 -6.929535 -0.1 0.0 0.0
C 7.861768 1.327851 -7.202129 0.0 0.0 0.0
C 8.564437 0.443762 -6.357731 0.0 0.0 0.0
C 7.995429 -0.068340 -5.217241 0.0 0.0 0.0
C 6.683977 0.317723 -4.919475 -0.1 0.1 -0.1
N 5.878993 -0.035669 -3.861654 0.0 -0.1 0.1
C 4.750732 0.592361 -4.055141 0.1 0.0 -0.1
C 3.624431 0.475978 -3.142094 -0.1 0.0 0.0
C 2.416085 1.154034 -3.323222 0.1 0.0 0.0
C 1.399070 0.977789 -2.417117 0.0 0.0 0.0
N 1.546423 0.164727 -1.362085 -0.3 -0.2 -0.2
C 2.701519 -0.492307 -1.157884 0.0 0.0 0.1
C 3.753175 -0.355209 -2.024221 0.1 0.1 -0.1
H 4.010413 1.918045 -5.560025 0.0 0.0 0.0
H 6.039636 2.403768 -7.578919 0.0 0.0 0.0
H 8.350294 1.707482 -8.089504 0.0 0.0 0.0
H 9.575903 0.165045 -6.620676 0.0 0.0 0.0
H 8.528850 -0.750026 -4.568959 0.0 0.0 0.0
H 2.247434 1.817072 -4.159158 0.0 0.0 0.0
H 0.454039 1.494480 -2.510211 0.0 0.0 0.0
H 2.761723 -1.117453 -0.277776 -0.1 0.0 0.0
H 4.680760 -0.883912 -1.859971 0.0 0.0 0.0
```
Forces are in eV/Å.

Summary:
energy relative to the best compared isomer or geometry (same formula, charge and spin): 0.3306 eV
HOMO energy: -11.16 eV
Kohn-Sham gap: 5.777 eV
net charge: +1

***

3.
# C24H16Cl3N5ORuSe

C24H16Cl3N5ORuSe as an isolated structure (wB97M-V/def2-TZVPD, the Open Molecules 2025 dataset).

Structure (XYZ):
```
51
Properties=species:S:1:pos:R:3:forces:R:3
Ru 0.015205 0.127234 -0.131623 0.1 0.0 0.2
Cl -6.790956 -1.783241 0.455282 0.1 0.0 0.0
C -5.127231 -1.443403 0.700125 -0.1 0.0 0.0
C -4.347243 -1.047295 -0.378182 0.0 0.0 0.1
C -3.018585 -0.782208 -0.128687 0.0 0.0 -0.1
Cl -1.952177 -0.338896 -1.458640 0.0 0.0 0.0
C -2.402163 -0.907117 1.118091 -0.2 -0.1 0.0
O -1.117924 -0.674978 1.310669 0.1 0.1 -0.1
C -3.242253 -1.304396 2.178957 -0.1 0.0 0.0
Cl -2.553224 -1.416648 3.750199 0.0 0.0 0.0
C -4.580940 -1.567541 1.975915 0.1 0.0 0.0
H -4.773070 -0.962214 -1.367139 0.0 0.0 0.0
H -5.206661 -1.870490 2.803245 0.0 0.0 0.0
Se 7.315855 2.390208 -0.321177 -0.3 -0.1 0.0
N 6.243706 1.815990 0.976872 0.1 0.1 -0.1
C 5.093499 1.526461 0.426767 0.1 0.0 0.1
C 3.959528 0.998903 1.171737 -0.1 0.0 0.0
C 4.015563 0.640698 2.522051 -0.1 0.0 0.0
C 2.908299 0.059120 3.103993 0.0 0.0 0.0
C 1.747136 -0.105936 2.353917 0.0 0.0 0.0
N 1.664882 0.292142 1.083467 0.0 -0.1 0.0
C 2.767265 0.795091 0.482260 0.1 0.0 0.0
C 2.671749 0.991507 -0.956409 0.1 0.0 0.0
N 1.494486 0.644214 -1.525712 -0.1 0.0 -0.1
C 1.417326 0.636002 -2.857822 0.0 0.0 0.0
C 2.469482 1.032880 -3.672781 0.0 0.0 0.0
C 3.653762 1.445617 -3.094363 -0.1 0.0 0.0
C 3.772574 1.406508 -1.703499 -0.1 0.0 0.0
C 5.000277 1.728782 -0.989595 0.1 0.0 -0.1
N 6.075651 2.181918 -1.579504 0.1 0.0 0.1
H 4.933850 0.790481 3.074146 0.0 0.0 0.0
H 2.925326 -0.279241 4.129866 0.0 0.0 0.0
H 0.862254 -0.576261 2.763380 0.0 0.0 0.0
H 0.477800 0.310004 -3.284480 0.0 0.0 0.0
H 2.346590 1.009717 -4.745838 0.0 0.0 0.0
H 4.496189 1.766524 -3.692481 0.0 0.0 0.0
C -0.625637 2.917999 -2.224807 0.0 0.0 0.0
C -0.910838 2.918441 -0.771983 -0.1 0.1 -0.1
C -1.554134 4.065679 -0.107932 0.0 0.1 0.2
C -1.651244 3.788908 1.212938 -0.1 0.1 -0.3
C -1.069681 2.510960 1.384217 -0.3 -0.2 0.2
C -0.973255 1.814089 2.632012 0.2 0.1 0.0
N -0.623060 2.000601 0.120178 0.4 -0.1 0.0
H -1.235917 3.670901 -2.718235 0.0 0.0 0.0
H -0.810410 1.953371 -2.691260 0.0 0.1 0.0
H 0.422684 3.184969 -2.396956 0.0 0.0 0.0
H -1.852784 4.960829 -0.632241 0.0 0.0 0.0
H -2.058498 4.381206 2.014127 0.0 0.1 0.0
H -1.569018 2.295623 3.401826 0.0 0.0 0.0
H 0.080077 1.801283 2.958795 0.0 -0.2 0.0
H -1.213406 0.737704 2.489502 0.1 0.0 0.0
```
Forces are in eV/Å.

Summary:
energy relative to the best compared isomer or geometry (same formula, charge and spin): 0.0000 eV
HOMO energy (spin up / spin down): -13.38 / -13.53 eV
Kohn-Sham gap (spin up / spin down): 3.785 / 4.039 eV
net charge: +2

***

4.
# C24H16O6

One molecule with the formula C24H16O6 (wB97M-V/def2-TZVPD, the Open Molecules 2025 dataset).

Structure (XYZ):
```
46
Properties=species:S:1:pos:R:3:forces:R:3
O -2.139423 1.696432 3.755111 -0.6 1.5 0.5
O -2.258605 1.222119 -3.189885 1.4 -1.5 1.8
O -1.584387 -0.735683 4.301424 0.7 -1.7 -1.4
O -1.435025 2.749060 1.836723 -0.1 -1.1 0.5
O -0.561306 -2.207972 -2.063176 1.5 -1.7 0.4
O -1.417918 -0.379217 -1.858531 -0.9 3.5 0.3
C -1.638896 1.672864 2.657241 0.9 -1.3 -0.5
C -1.303949 0.744159 -2.558047 -1.7 2.4 -2.5
C 1.400433 3.294533 -3.494853 -1.4 -1.0 -0.1
C 3.488038 -0.459296 -1.412929 0.3 -0.3 0.4
C -0.445263 -4.479422 2.697467 -0.3 -0.1 0.9
C -0.117074 -4.635690 1.341315 0.2 0.8 -0.3
C 0.135540 2.684231 -3.348898 -0.5 -1.5 0.6
C -0.845332 0.137358 0.824193 0.4 -1.3 -1.7
C 2.232302 -1.072975 -1.137205 -0.8 0.7 -0.2
C -1.179321 0.310559 2.172250 0.1 -0.4 -0.7
C 2.505697 2.624040 -3.091555 -1.1 0.4 0.2
C 3.595649 0.743851 -2.060428 0.2 -0.9 0.5
C -0.785205 -3.244336 3.237324 0.6 -1.6 -0.6
C -0.105619 -3.504675 0.545536 0.3 -1.8 -0.1
C -1.198138 -0.865377 2.980860 -0.5 2.8 0.7
C 0.012310 1.408721 -2.686752 0.2 2.6 -1.4
C -0.548300 -1.113027 0.192479 -0.5 2.9 1.2
C 1.066556 -0.446564 -1.562906 1.3 -0.5 -0.3
C 2.432121 1.393244 -2.462915 -0.1 -0.4 -0.2
C -0.787691 -2.099047 2.410221 -0.6 0.0 0.9
C -0.477892 -2.230389 1.024560 0.1 -0.4 0.1
C 1.179933 0.779420 -2.260304 -0.3 -0.3 0.6
C -2.063542 3.978996 2.209963 -0.7 0.7 0.7
C -0.294291 -1.038216 -1.311653 -0.9 -1.4 -0.1
H -1.956627 0.156384 4.425282 0.1 0.2 -0.3
H -1.431815 -2.011073 -2.457848 0.6 -0.6 0.2
H 1.478974 4.225887 -4.006752 0.0 0.6 -0.2
H 4.390864 -0.937852 -1.035419 -0.2 0.0 -0.2
H -0.414600 -5.376292 3.329224 -0.1 0.5 -0.1
H 0.156275 -5.623171 0.914126 -0.2 0.8 0.4
H -0.722335 3.189879 -3.807785 0.1 -0.5 0.5
H -0.857527 1.037404 0.206737 0.0 -0.2 0.1
H 2.161886 -1.985624 -0.543408 0.2 0.2 -0.3
H 3.406302 3.121196 -3.197703 2.0 0.6 -0.2
H 4.544031 1.229824 -2.261933 0.0 -0.2 0.2
H -1.015574 -3.206619 4.292732 -0.1 0.4 -0.1
H 0.195125 -3.699528 -0.476659 -0.2 0.6 -0.1
H -1.407053 4.687275 2.757176 -0.1 -0.8 -0.3
H -2.928202 3.751455 2.835448 0.2 0.1 0.1
H -2.461126 4.513154 1.340150 0.4 -0.5 -0.2
```
Forces are in eV/Å.

Summary:
SMILES string: COC(=O)c1cc([C@@]2(O)OC(=O)c3cccc4cccc2c34)c2ccccc2c1O
HOMO energy: -7.89 eV
Kohn-Sham gap: 7.494 eV

***

| no. | E (eV) |
| --- | --- |
| 1 | -94273.7330 |
| 2 | -61091.1195 |
| 3 | -140125.7970 |
| 4 | -37432.5583 |